125
Properties=species:S:1:pos:R:3 method="wB97M-V/def2-TZVPD" spin_multiplicity=2 charge=+2 e_homo_ev="-13.934 / -13.934"
Mg -14.12 12.35 14.35
C -15.47 13.53 10.58
F -15.12 12.34 10.09
F -15.46 14.43 9.61
F -16.66 13.43 11.17
S -14.22 14.22 11.93
O -13.32 15.11 11.18
O -15.08 14.83 12.92
N -13.59 12.74 12.65
S -12.33 12.37 11.68
O -12.40 12.60 10.25
O -11.15 12.84 12.34
C -12.21 10.36 11.89
F -11.24 9.89 11.05
F -11.98 9.96 13.12
F -13.39 9.91 11.52
C -15.90 17.87 11.81
C -15.55 19.34 11.99
O -16.82 19.82 12.29
C -17.75 19.08 11.73
O -18.94 19.38 11.56
O -17.20 17.98 11.30
F -15.12 19.83 10.79
H -15.77 17.30 12.73
H -15.31 17.46 11.00
H -14.86 19.64 12.78
C -8.76 8.51 9.76
C -7.79 8.51 10.89
O -7.91 9.89 11.31
C -8.40 10.67 10.34
O -8.54 11.86 10.36
O -8.78 9.87 9.37
F -6.55 8.23 10.50
H -9.79 8.23 10.01
H -8.35 7.95 8.93
H -8.07 7.74 11.61
C -18.39 13.68 7.71
C -18.44 12.23 7.63
O -17.05 11.96 7.63
C -16.32 13.01 7.26
O -15.13 13.00 6.99
O -17.15 14.01 7.14
F -19.01 11.85 6.49
H -18.27 13.99 8.75
H -19.21 14.22 7.24
H -18.97 11.73 8.44
C -8.83 14.92 12.94
C -7.89 13.77 12.91
O -7.47 13.54 14.17
C -8.09 14.45 15.00
O -8.05 14.43 16.23
O -9.00 15.13 14.31
F -6.85 14.09 12.14
H -9.69 14.87 12.28
H -8.28 15.81 12.61
H -8.31 12.86 12.48
C -11.85 17.20 9.19
C -12.76 18.34 9.59
O -12.65 18.32 11.02
C -11.47 17.83 11.35
O -10.96 17.85 12.44
O -10.87 17.27 10.24
F -13.99 18.14 9.22
H -11.32 17.35 8.25
H -12.31 16.22 9.19
H -12.43 19.30 9.17
C -15.58 9.26 8.52
C -16.94 8.85 8.31
O -17.53 9.30 9.51
C -16.59 9.52 10.46
O -16.75 9.83 11.63
O -15.41 9.28 9.91
F -17.01 7.53 8.09
H -15.31 10.25 8.15
H -14.91 8.43 8.32
H -17.37 9.39 7.47
C -12.40 11.02 7.27
C -11.64 9.71 7.33
C -10.37 10.00 6.55
O -10.13 11.41 6.71
C -11.29 12.04 7.30
H -13.04 11.24 8.13
H -12.99 11.12 6.36
H -12.19 8.87 6.91
H -11.38 9.38 8.34
H -10.58 9.84 5.50
H -9.49 9.41 6.82
H -11.62 13.03 6.98
H -10.93 12.15 8.33
C -18.06 15.40 13.98
O -17.57 15.26 15.31
H -17.41 14.95 13.23
H -19.02 14.89 13.95
H -18.19 16.45 13.74
H -18.20 15.61 15.95
C -12.09 14.14 15.43
O -12.44 12.82 15.16
H -11.03 14.18 15.71
H -12.40 14.74 14.58
H -12.69 14.47 16.28
H -11.59 12.37 15.07
C -9.45 10.76 14.50
O -10.21 11.44 15.41
H -8.43 11.08 14.68
H -9.54 9.67 14.49
H -9.73 11.00 13.48
H -10.05 11.14 16.31
C -13.42 10.08 16.30
O -13.99 10.53 15.07
H -13.96 9.36 16.91
H -12.49 9.53 16.17
H -13.32 10.94 16.97
H -14.34 9.80 14.56
C -15.32 13.25 16.91
O -15.16 13.46 15.56
H -14.83 12.29 17.10
H -14.76 14.00 17.46
H -16.33 13.10 17.29
H -15.80 14.18 15.52
C -17.32 11.80 14.27
O -16.10 11.68 13.53
H -17.85 10.85 14.21
H -17.08 11.76 15.33
H -17.92 12.70 14.09
H -16.32 11.18 12.74